(1)
The following is a quantum chemistry calculation of a cluster of 2 separate species, C10H17NSi in total at a distorted geometry, from OMol25.

Results
Total charge = 0
Lowest unoccupied orbital energy (alpha / beta) = -0.19 / -0.17 eV
Kohn-Sham gap (alpha / beta) = 0.312 / 0.232 hartree

Last column: Mulliken charge in e.
Atoms and positions in Å:
C 4.7521 1.1031 -0.1562  -0.36
C 3.7459 1.4057 -1.0709  -0.36
C 4.7704 -0.2084 0.4645  -0.40
C 2.6114 0.6634 -1.1499  -0.48
C 3.5584 -0.9042 0.4435  -0.31
C 2.4158 -0.3395 -0.1688  0.52
C -2.6469 -1.2005 0.0330  -1.03
C -2.3236 0.5632 -1.5400  -1.26
C -1.5055 0.9908 1.9751  -1.11
C -2.4168 0.2208 -0.0971  0.45
N -1.3137 0.6621 0.5855  -0.29
Si 0.8129 -1.3079 -0.3091  0.41
H 5.6073 1.8449 -0.0557  0.30
H 3.7273 2.4184 -1.6391  0.23
H 5.5300 -0.7107 1.0510  0.35
H 1.7184 0.8052 -1.7356  0.33
H 3.5428 -1.8319 1.0723  0.24
H -3.2194 -1.3687 0.9856  0.32
H -3.4480 -1.6581 -0.6462  0.34
H -1.8959 -2.0283 -0.0709  0.13
H -1.6570 1.4623 -1.6563  0.33
H -3.3580 0.6356 -1.9244  0.36
H -1.7343 -0.2572 -2.0947  0.17
H -2.4288 0.6572 2.3757  0.42
H -0.9456 0.4621 2.7002  0.33
H -1.2492 2.0300 2.1582  0.33
H -3.3491 0.7444 0.4472  0.37
H -0.0379 -1.4405 -1.4841  -0.17
H 0.9180 -2.7287 0.3139  -0.14



(2)
The following is a quantum chemistry calculation of a structure of composition C21H38I2InN2O3S at a distorted geometry, from OMol25.

Results
Total charge = +3
Lowest unoccupied orbital energy = -11.16 eV
Kohn-Sham gap = 0.157 hartree

Last column: Mulliken charge in e.
Atoms and positions in Å:
In 1.3617 -0.4846 -0.3783  0.68
C 4.1375 -2.5292 -0.0584  -0.89
O 2.8005 -2.3443 0.4703  -0.18
C 2.2102 -3.5711 0.8967  -0.70
C 0.8630 -3.2462 1.4704  -0.47
O 0.0940 -2.4024 0.5880  0.07
C -0.7180 -3.0584 -0.4081  -0.69
C 0.0594 -3.3539 -1.6528  -0.46
O 0.6101 -2.1166 -2.1116  -0.16
C 1.2014 -2.2235 -3.4262  -0.89
H 4.7529 -3.0552 0.6667  0.36
H 4.5612 -1.5462 -0.2465  0.29
H 4.1015 -3.0986 -0.9877  0.31
H 2.8176 -4.0329 1.6777  0.60
H 2.1587 -4.2690 0.0615  0.30
H 0.9836 -2.6764 2.3898  0.10
H 0.3167 -4.1601 1.7010  0.41
H -1.5171 -2.3564 -0.6386  0.19
H -1.1615 -3.9704 -0.0101  0.47
H -0.6252 -3.7723 -2.3960  0.56
H 0.8599 -4.0750 -1.4957  0.21
H 0.4229 -2.3970 -4.1648  0.28
H 1.9181 -3.0426 -3.4562  0.32
H 1.7116 -1.2907 -3.6417  0.31
C 0.0650 -0.3445 4.3591  -2.47
C 0.0331 0.6752 3.2390  0.72
C 1.2099 1.4546 2.9336  1.51
C 2.4198 1.3011 3.7541  -1.93
C 1.2899 2.3836 1.7912  0.66
C 2.5792 3.1212 1.5386  -1.99
C 0.1885 2.5937 1.0491  1.56
C 0.2136 3.4651 -0.1829  -2.23
C -1.0672 1.9941 1.4913  0.48
C -2.2310 2.4378 0.9237  -2.41
C -1.0952 0.9085 2.5229  1.59
C -2.3446 0.1168 2.7533  -2.20
H -0.1326 0.1334 5.3230  0.41
H 1.0318 -0.8385 4.4394  0.58
H -0.6879 -1.1162 4.2249  0.52
H 3.1685 0.7205 3.1881  0.38
H 2.2458 0.8017 4.6988  0.51
H 2.8866 2.2739 3.9336  0.44
H 2.7212 3.8941 2.3021  0.43
H 2.5956 3.6193 0.5758  0.43
H 3.4500 2.4636 1.5941  0.38
H 0.2248 4.5294 0.0786  0.47
H -0.6419 3.2880 -0.8296  0.15
H 1.1099 3.2724 -0.7685  0.44
H -2.3697 1.6719 -0.1644  0.31
H -2.1863 3.4373 0.4987  0.58
H -3.1427 2.2789 1.4978  0.54
H -2.6710 0.1986 3.7933  0.52
H -2.1414 -0.9424 2.5726  0.33
H -3.1726 0.4035 2.1132  0.38
S -2.1672 0.7896 -1.2508  -0.14
C -3.2073 1.1047 -2.6403  0.42
N -2.9642 1.9954 -3.5774  -0.06
C -4.0189 2.0205 -4.6272  -0.42
C -4.9904 0.9194 -4.1323  -0.44
N -4.3260 0.4586 -2.8852  -0.08
H -2.1578 2.5993 -3.5655  0.19
H -3.5910 1.7904 -5.5972  0.30
H -4.4806 3.0014 -4.6737  0.32
H -5.0803 0.0988 -4.8353  0.30
H -5.9828 1.2989 -3.9133  0.32
H -4.7140 -0.2206 -2.2495  0.21
I 4.0390 1.6131 -2.2912  0.00
I 6.1715 1.4067 -3.8549  -0.02



(3)
The following is a quantum chemistry calculation of an isolated molecule of C20H22BrF3N2O5S at a distorted geometry, from OMol25.

Results
Total charge = 0
Lowest unoccupied orbital energy = 0.42 eV
Kohn-Sham gap = 0.332 hartree
SMILES string = COc1cc(Br)c(S(=O)(=O)Nc2ccc(C(F)(F)F)c(O[C@@H]3CCN(C)C3)c2)cc1OC

Last column: Mulliken charge in e.
Atoms and positions in Å:
C 0.3529 3.1272 -4.4150  -0.99
O -0.5631 2.1390 -3.9966  -0.42
C -0.1037 1.0743 -3.3145  0.77
C 1.2238 0.8539 -2.9818  -0.47
C 1.5826 -0.2777 -2.2539  -0.82
Br 3.3900 -0.5573 -1.8112  -0.13
C 0.6269 -1.1790 -1.8547  -0.53
S 1.0290 -2.6353 -0.8998  1.64
O -0.2064 -3.2167 -0.4735  -0.69
O 1.9674 -3.4425 -1.6097  -0.74
N 1.8729 -2.0455 0.4311  -0.07
C 1.2661 -1.4492 1.5215  0.38
C 1.8253 -1.5337 2.7954  -0.82
C 1.2062 -0.9001 3.8534  -0.87
C 0.0397 -0.1762 3.6613  -0.20
C -0.6400 0.5241 4.7991  1.21
F -0.6970 1.8577 4.6284  -0.28
F -0.0142 0.3315 5.9725  -0.31
F -1.9072 0.1168 4.9865  -0.28
C -0.5264 -0.0704 2.3789  -0.21
O -1.6519 0.6597 2.2773  -0.52
C -2.2136 0.9140 1.0027  0.40
C -1.4037 1.9375 0.1874  -0.37
C -2.4844 2.7793 -0.4782  -0.54
N -3.4855 2.8941 0.5646  -0.06
C -4.7506 3.4241 0.1254  -1.06
C -3.5818 1.5888 1.1990  -1.04
C 0.1029 -0.7145 1.3221  0.89
C -0.7063 -0.9843 -2.1976  0.21
C -1.0929 0.1292 -2.9206  0.38
O -2.3587 0.4206 -3.2868  -0.44
C -3.3836 -0.4841 -2.9386  -0.89
H -0.2448 3.8753 -4.9319  0.25
H 1.0969 2.7176 -5.1042  0.38
H 0.8575 3.5907 -3.5622  0.38
H 1.9947 1.5472 -3.2746  0.49
H 2.7330 -2.5429 0.6040  0.23
H 2.7350 -2.0912 2.9501  0.36
H 1.6291 -0.9671 4.8435  0.51
H -2.3280 -0.0350 0.4626  0.25
H -0.8368 2.5518 0.8873  0.35
H -0.7203 1.4820 -0.5271  0.05
H -2.8692 2.2740 -1.3820  0.18
H -2.1297 3.7710 -0.7632  0.49
H -5.2385 2.7910 -0.6348  0.38
H -4.5902 4.4145 -0.2973  0.31
H -5.4141 3.5139 0.9837  0.33
H -4.3789 0.9724 0.7531  0.30
H -3.7872 1.7083 2.2649  0.36
H -0.3060 -0.6663 0.3304  -0.35
H -1.4070 -1.7329 -1.8658  0.69
H -3.2121 -1.4719 -3.3750  0.40
H -3.4827 -0.5791 -1.8528  0.28
H -4.2973 -0.0593 -3.3504  0.25



Across the entries above, energy relative to the best compared isomer or geometry (same formula, charge and spin) takes the values 5.949; 3.654; 0.000 eV, respectively.